# C31H22Cl2N6O2PrS2

A structure of composition C31H22Cl2N6O2PrS2 (ωB97M-V/def2-TZVPD, the Open Molecules 2025 dataset).

Summary:
HOMO energy (spin up / spin down) = -3.539 / -3.553 eV
energy above the lowest of the compared OMol25 structures with the same formula, charge and spin = 4.1 kcal per mole

```
! RIJCOSX wB97M-V def2-TZVPD def2/J DEFGRID3
* xyz -1 3
Pr -1.129 0.165 -0.796
N 7.841 6.322 -0.659
C 6.887 5.685 -0.736
C 5.693 4.887 -0.832
C 5.476 4.091 -1.955
C 4.331 3.319 -2.037
C 3.384 3.336 -1.015
C 3.607 4.145 0.097
C 4.755 4.911 0.197
C 2.153 2.501 -1.113
C 2.343 1.127 -1.153
C 3.585 0.452 -0.936
C 3.338 -0.886 -1.087
C 1.957 -0.999 -1.392
N 1.349 0.182 -1.415
C 0.935 3.195 -1.155
C 0.789 4.602 -1.294
C -0.562 4.863 -1.263
C -1.190 3.610 -1.102
N -0.317 2.605 -1.052
H 6.206 4.082 -2.753
H 4.156 2.694 -2.903
H 2.870 4.162 0.889
H 4.930 5.529 1.068
H 4.521 0.924 -0.683
H 4.032 -1.706 -0.988
H 1.395 -1.903 -1.567
H 1.591 5.312 -1.422
H -1.056 5.818 -1.346
H -2.250 3.434 -1.003
S -3.772 1.494 -1.606
C -4.284 -0.128 -1.451
N -3.451 -1.130 -1.479
C -4.089 -2.352 -1.339
C -3.464 -3.597 -1.344
C -4.240 -4.730 -1.180
C -5.625 -4.642 -1.020
C -6.258 -3.410 -1.023
C -5.480 -2.271 -1.183
S -5.966 -0.600 -1.225
H -2.389 -3.642 -1.462
H -3.760 -5.700 -1.169
H -6.210 -5.544 -0.889
H -7.331 -3.334 -0.901
Cl -2.623 -1.486 1.588
C -1.563 -2.892 1.549
C -1.655 -3.820 2.561
C -0.873 -4.970 2.518
C -0.045 -5.150 1.405
C 0.022 -4.217 0.401
Cl 1.064 -4.546 -0.968
C -0.706 -2.956 0.376
N -0.648 -2.050 -0.545
H -2.361 -3.662 3.370
H -0.929 -5.713 3.301
H 0.558 -6.046 1.320
N -0.160 -0.743 4.000
C -0.912 0.452 3.634
C -0.786 0.660 2.144
O -1.521 1.345 1.464
O 0.232 0.030 1.571
H 0.055 -0.773 4.986
H 0.678 -0.513 2.262
H -0.680 -1.585 3.757
H -0.471 1.332 4.109
H -1.976 0.429 3.875
*
```

---

# C31H22Cl5CuGeO3STe

A structure of composition C31H22Cl5CuGeO3STe (ωB97M-V/def2-TZVPD, the Open Molecules 2025 dataset).

Summary:
HOMO energy = -0.787 eV
energy above the lowest of the compared OMol25 structures with the same formula, charge and spin = 25.9 kcal per mole

```
! RIJCOSX wB97M-V def2-TZVPD def2/J DEFGRID3
* xyz -2 1
Cu 2.014 -1.369 0.395
Cl 7.877 -1.922 3.696
C 6.258 -2.372 3.406
C 5.931 -2.756 2.097
Cl 7.110 -3.113 0.886
C 4.609 -2.719 1.729
Cl 4.108 -3.388 0.195
C 3.589 -2.221 2.586
O 2.506 -1.669 2.212
C 3.937 -2.260 3.959
Cl 2.675 -2.156 5.155
C 5.212 -2.363 4.401
Cl 5.624 -2.545 6.045
O 0.598 -3.751 0.174
C -0.088 -2.871 -0.364
O 0.397 -1.638 -0.599
C -1.580 -3.264 -0.776
C -2.456 -2.162 -1.374
Ge -1.901 -0.239 -1.086
C -1.739 0.142 0.919
C -0.587 0.692 1.469
C -0.415 0.925 2.808
C -1.563 0.788 3.647
C -2.757 0.334 3.118
C -2.836 0.030 1.744
C -0.886 0.484 -2.655
C 0.113 -0.284 -3.291
C 0.837 0.230 -4.383
C 0.433 1.400 -4.995
C -0.613 2.130 -4.402
C -1.259 1.716 -3.276
C -3.548 0.694 -1.476
C -4.085 1.703 -0.662
C -5.398 2.189 -0.915
C -6.126 1.700 -1.966
C -5.552 0.797 -2.861
C -4.281 0.321 -2.613
H -2.102 -3.612 0.145
H -1.534 -4.154 -1.414
H -3.483 -2.164 -1.028
H -2.461 -2.193 -2.478
H 0.283 0.822 0.792
H 0.575 1.267 3.092
H -1.418 1.134 4.709
H -3.626 0.182 3.812
H -3.766 -0.379 1.396
H 0.344 -1.286 -2.897
H 1.791 -0.265 -4.646
H 1.011 1.789 -5.887
H -0.864 3.118 -4.855
H -2.071 2.252 -2.845
H -3.468 2.158 0.167
H -5.953 2.885 -0.235
H -7.144 2.040 -2.135
H -6.100 0.416 -3.737
H -3.779 -0.363 -3.282
Te 3.710 0.022 -0.733
C 3.302 1.916 0.005
C 3.419 2.116 1.422
C 3.060 3.422 1.840
C 2.440 4.100 0.815
S 2.536 3.441 -0.731
H 3.729 1.236 2.031
H 3.319 3.779 2.825
H 2.093 5.111 0.907
*
```

---

# C31H22F5GeRhS

A structure of composition C31H22F5GeRhS (ωB97M-V/def2-TZVPD, the Open Molecules 2025 dataset).

Summary:
HOMO energy (spin up / spin down) = -11.109 / -11.124 eV
energy above the lowest of the compared OMol25 structures with the same formula, charge and spin = 0.0 kcal per mole

```
! RIJCOSX wB97M-V def2-TZVPD def2/J DEFGRID3
* xyz 1 2
Rh 0.692 0.866 0.457
F 6.595 -1.984 2.161
C 5.343 -1.557 2.207
C 4.600 -1.459 1.043
F 5.138 -1.788 -0.128
C 3.297 -1.005 1.107
F 2.613 -0.925 -0.054
C 2.692 -0.633 2.300
S 1.014 -0.089 2.439
C 3.465 -0.743 3.452
F 2.945 -0.404 4.628
C 4.771 -1.199 3.417
F 5.478 -1.289 4.533
C -1.852 -4.768 0.429
C -2.885 -3.998 -0.087
C -2.714 -2.632 -0.245
C -1.521 -2.017 0.149
C -0.484 -2.801 0.647
C -0.651 -4.172 0.785
Ge -1.474 -0.098 -0.133
C -2.196 0.333 -1.870
C -3.064 1.403 -2.087
C -3.577 1.642 -3.354
C -3.230 0.811 -4.411
C -2.378 -0.267 -4.201
C -1.867 -0.507 -2.935
C -1.917 1.069 1.356
C -2.136 0.468 2.603
C -2.501 1.232 3.696
C -2.633 2.610 3.564
C -2.411 3.223 2.337
C -2.055 2.457 1.240
H -1.979 -5.836 0.542
H -3.820 -4.462 -0.373
H -3.522 -2.047 -0.671
H 0.456 -2.350 0.928
H 0.160 -4.776 1.168
H -3.367 2.045 -1.270
H -4.255 2.469 -3.514
H -3.634 0.996 -5.398
H -2.120 -0.923 -5.021
H -1.212 -1.357 -2.775
H -2.031 -0.607 2.709
H -2.680 0.759 4.651
H -2.909 3.208 4.422
H -2.516 4.295 2.238
H -1.885 2.948 0.288
C 1.166 2.847 0.197
C 1.731 2.281 -1.002
C 3.115 1.994 -1.135
C 3.554 1.188 -2.151
C 2.640 0.598 -3.043
C 1.296 0.844 -2.926
C 0.822 1.691 -1.910
H 0.246 3.416 0.111
H 1.842 3.194 0.971
H 3.811 2.436 -0.433
H 4.611 0.992 -2.266
H 3.008 -0.045 -3.831
H 0.591 0.410 -3.624
H -0.213 2.014 -1.924
*
```

---

# C31H22IrN2O4S

A structure of composition C31H22IrN2O4S (ωB97M-V/def2-TZVPD, the Open Molecules 2025 dataset).

Summary:
HOMO energy (spin up / spin down) = -7.388 / -7.605 eV
energy above the lowest of the compared OMol25 structures with the same formula, charge and spin = 73.5 kcal per mole

```
! RIJCOSX wB97M-V def2-TZVPD def2/J DEFGRID3
* xyz 0 2
Ir 0.314 -0.779 -1.041
O -6.574 -0.619 -4.226
C -6.350 0.365 -4.790
O -6.171 1.390 -5.305
C -3.655 0.739 -3.292
C -2.514 2.343 -3.984
C -1.289 2.243 -3.042
N -1.258 -0.103 -1.916
C -2.446 -0.656 -1.672
C -3.616 -0.235 -2.261
C -2.356 -1.742 -0.591
O -3.369 -2.286 -0.209
O -1.144 -2.013 -0.211
H -2.501 3.164 -4.697
H -0.435 2.820 -3.395
H -4.543 -0.527 -1.774
C -0.810 3.854 1.586
C -1.670 3.490 0.413
C -3.063 3.542 0.510
C -3.852 3.151 -0.558
C -3.209 2.734 -1.710
C -3.729 2.249 -3.031
C -2.702 0.930 -4.591
C -1.610 0.150 -4.176
C -0.875 0.739 -3.041
S 0.941 0.383 -2.951
C -1.819 2.735 -1.719
N -1.049 3.095 -0.703
H -0.967 4.893 1.883
H 0.237 3.710 1.331
H -1.056 3.220 2.441
H -3.514 3.868 1.438
H -4.934 3.180 -0.489
H -4.643 2.719 -3.394
H -3.188 0.794 -5.551
H -1.419 -0.875 -4.471
C -3.541 0.489 3.501
C -3.257 0.667 2.154
C -1.976 0.457 1.672
C -0.958 0.033 2.524
C -1.250 -0.123 3.880
C -2.528 0.104 4.367
C 0.400 -0.283 2.062
C 0.824 -0.479 0.820
C 2.150 -0.999 0.378
C 2.450 -2.366 0.461
C 3.664 -2.845 -0.001
C 4.583 -1.965 -0.558
C 4.294 -0.609 -0.673
C 3.081 -0.128 -0.218
H -4.545 0.649 3.873
H -4.041 0.967 1.471
H -1.754 0.623 0.625
H -0.465 -0.443 4.556
H -2.735 -0.033 5.420
H 1.141 -0.403 2.849
H 1.709 -3.031 0.889
H 3.893 -3.899 0.065
H 5.531 -2.342 -0.919
H 5.009 0.064 -1.128
H 2.826 0.920 -0.308
*
```

---

# C31H23AuN6OPSSeTe

A structure of composition C31H23AuN6OPSSeTe (ωB97M-V/def2-TZVPD, the Open Molecules 2025 dataset).

Summary:
HOMO energy = -3.674 eV

```
! RIJCOSX wB97M-V def2-TZVPD def2/J DEFGRID3
* xyz -1 1
Au -1.060 -1.461 -0.187
Se 3.276 -0.686 -1.011
N 3.864 -1.861 0.128
C 3.000 -1.886 1.161
C 2.984 -2.804 2.214
C 1.979 -2.686 3.150
C 1.030 -1.670 3.023
N 1.009 -0.792 2.042
C 1.961 -0.899 1.114
N 1.980 -0.105 0.028
H 3.701 -3.611 2.229
H 1.887 -3.397 3.959
H 0.211 -1.595 3.725
N 0.323 -5.383 1.650
C 0.245 -4.310 0.803
O -0.586 -3.420 1.059
C 1.170 -4.326 -0.281
C 1.397 -3.256 -1.111
N 1.664 -2.407 -1.861
C 1.984 -5.440 -0.474
N 2.628 -6.388 -0.609
H 0.870 -6.187 1.388
H -0.407 -5.496 2.331
Te -3.242 -1.436 -1.687
C -2.166 -1.154 -3.441
C -0.837 -1.330 -3.655
C -0.439 -1.072 -4.982
C -1.472 -0.702 -5.776
S -2.957 -0.659 -4.900
H -0.147 -1.622 -2.884
H 0.580 -1.169 -5.312
H -1.464 -0.457 -6.818
C -3.752 2.407 2.934
C -2.972 3.281 2.192
C -1.934 2.795 1.424
C -1.664 1.429 1.379
C -2.444 0.563 2.130
C -3.482 1.051 2.909
P -0.236 0.770 0.425
C 0.886 2.082 1.099
C 1.084 2.121 2.476
C 1.857 3.114 3.047
C 2.432 4.094 2.255
C 2.242 4.059 0.885
C 1.481 3.057 0.309
C -0.627 1.478 -1.213
C -1.924 1.849 -1.562
C -2.211 2.245 -2.856
C -1.215 2.277 -3.816
C 0.067 1.867 -3.492
C 0.352 1.450 -2.205
H -4.560 2.799 3.537
H -3.170 4.345 2.215
H -1.319 3.471 0.843
H -2.225 -0.496 2.098
H -4.085 0.381 3.506
H 0.620 1.368 3.098
H 2.003 3.140 4.120
H 3.009 4.886 2.713
H 2.681 4.821 0.254
H 1.319 3.051 -0.759
H -2.707 1.832 -0.817
H -3.218 2.536 -3.115
H -1.444 2.597 -4.823
H 0.848 1.860 -4.242
H 1.344 1.088 -1.964
*
```

---

# C31H23Br3IMnN2O3P

A structure of composition C31H23Br3IMnN2O3P (ωB97M-V/def2-TZVPD, the Open Molecules 2025 dataset).

Summary:
HOMO energy (spin up / spin down) = -12.765 / -12.766 eV
energy above the lowest of the compared OMol25 structures with the same formula, charge and spin = 0.0 kcal per mole

```
! RIJCOSX wB97M-V def2-TZVPD def2/J DEFGRID3
* xyz 2 2
Mn -0.058 0.109 -0.330
O 2.114 1.184 0.822
N 0.796 1.545 0.629
C 0.326 2.601 1.177
C -1.060 3.046 1.149
C -1.391 4.013 2.097
C -2.695 4.465 2.235
C -3.688 3.959 1.416
C -3.371 3.012 0.443
C -2.071 2.554 0.295
P -1.728 1.452 -1.088
C -3.211 0.668 -1.705
C -3.788 1.193 -2.870
C -4.973 0.661 -3.347
C -5.581 -0.393 -2.677
C -5.011 -0.914 -1.523
C -3.829 -0.389 -1.032
C -0.910 2.387 -2.378
C -0.616 3.740 -2.208
C 0.026 4.434 -3.220
C 0.370 3.784 -4.397
C 0.069 2.437 -4.574
C -0.568 1.735 -3.569
H 2.466 1.640 1.613
H 1.012 3.203 1.770
H -0.620 4.407 2.750
H -2.928 5.208 2.986
H -4.710 4.301 1.515
H -4.153 2.637 -0.205
H -3.316 2.011 -3.399
H -5.421 1.068 -4.244
H -6.504 -0.813 -3.058
H -5.487 -1.737 -1.006
H -3.394 -0.801 -0.133
H -0.905 4.263 -1.303
H 0.248 5.486 -3.093
H 0.872 4.329 -5.186
H 0.338 1.934 -5.493
H -0.792 0.684 -3.706
Br 0.155 -3.951 1.808
C 1.025 -3.806 0.142
C 1.712 -4.928 -0.332
C 2.342 -4.849 -1.556
C 2.250 -3.662 -2.279
C 1.538 -2.624 -1.707
N 0.947 -2.671 -0.512
C 1.365 -1.375 -2.491
O 1.746 -1.116 -3.579
O 0.625 -0.407 -1.768
H 1.733 -5.831 0.263
H 2.884 -5.697 -1.953
H 2.700 -3.541 -3.253
Br -1.045 -0.796 1.412
Br 4.084 -4.334 2.078
C 4.351 -3.746 3.853
C 5.088 -4.556 4.706
C 5.303 -4.158 6.013
C 4.785 -2.953 6.476
C 4.050 -2.143 5.633
C 3.830 -2.535 4.316
I 2.712 -1.288 3.075
H 5.488 -5.491 4.340
H 5.878 -4.795 6.673
H 4.953 -2.643 7.499
H 3.645 -1.207 5.992
*
```